CH5OP | ωB97M-V with the def2-TZVPD basis set

```
8
Properties=species:S:1:pos:R:3
C 0.3296 1.0033 0.4606
O -0.9034 -1.4005 0.1904
P 0.4179 -0.6763 -0.4954
H 0.9822 1.5957 -0.1161
H 0.8995 0.7547 1.4007
H -0.6539 1.1516 0.5572
H -0.7671 -2.3898 0.1899
H -0.3049 -0.0388 -2.1873
```

The value obtained for the HOMO-LUMO gap is 0.3525 hartree. As for the maximum force: 6.04 eV Å⁻¹. Its energy above the lowest of the compared OMol25 structures with the same formula, charge and spin is 151.7 kJ/mol. The calculated total energy is -12452.567 eV.

Calculated atomic charges, method Löwdin, unit e: -0.31 -0.46 0.72 0.00 0.04 -0.04 0.05 -0.01

C3H95O45Y | ωB97M-V with the def2-TZVPD basis set

```
144
Properties=species:S:1:pos:R:3
Y -3.2375 2.9143 -1.2654
C -0.0331 0.3382 1.1295
C -0.2332 0.8859 -0.2469
C 0.4230 -0.0468 -1.3299
O -1.5622 1.3327 -0.5351
H -0.7541 -0.4252 1.4220
H -0.1722 1.1034 1.8933
H 0.9780 -0.0161 1.3297
H 0.4911 1.6959 -0.3335
H 1.4865 -0.1422 -1.1109
H 0.4677 0.2875 -2.3664
H -0.0466 -1.0288 -1.3869
O -0.5861 0.8583 -5.8687
H -1.4075 0.4033 -5.6827
H 0.0806 0.3471 -5.4099
O 1.4676 0.3082 4.8530
H 1.9498 -0.1903 5.5127
H 0.6736 -0.2037 4.6984
O -4.8278 1.0991 -1.1439
H -5.7347 1.3829 -1.2592
H -4.8654 0.1446 -1.2052
O 2.6199 -4.0848 5.0107
H 2.1922 -3.9372 4.1673
H 2.2186 -4.8865 5.3463
O 4.2615 5.4986 -1.9300
H 4.3992 5.0875 -2.7835
H 3.8351 4.8222 -1.4038
O 3.2159 -1.4062 5.9508
H 2.9597 -2.1285 5.3772
H 3.6659 -1.8287 6.6824
O -3.0306 0.7652 3.3873
H -2.8837 0.6653 4.3279
H -3.0224 -0.1293 3.0468
O 0.9898 -3.2411 3.1270
H 1.3515 -2.8772 2.3189
H 0.3457 -3.8852 2.8330
O 3.5408 -4.1438 0.8037
H 3.2816 -4.9007 0.2783
H 3.9350 -4.5212 1.5901
O -0.1387 5.0149 1.9455
H -0.1161 4.1905 2.4314
H 0.1125 5.6788 2.5876
O -5.0799 4.2491 -0.4130
H -5.9091 4.4519 -0.8459
H -5.1502 4.6641 0.4467
O -1.7668 0.5555 6.1904
H -1.3202 1.3702 6.4209
H -1.1118 -0.1270 6.3369
O 6.0563 -1.6237 -1.1864
H 5.9283 -2.5531 -0.9965
H 5.2937 -1.1927 -0.8005
O 3.8485 1.2985 0.7597
H 4.0506 0.3725 0.8941
H 4.0939 1.7197 1.5835
O 2.4647 3.3631 -0.6564
H 1.6342 3.0022 -0.3462
H 3.1285 2.7607 -0.3206
O -0.3740 -5.7481 -1.9376
H -0.8485 -6.3432 -2.5180
H -0.1551 -6.2817 -1.1737
O -5.3237 -1.3157 1.8948
H -4.4805 -1.2216 1.4516
H -5.7131 -0.4421 1.8577
O 1.9358 4.2528 -3.4558
H 2.2782 3.3832 -3.6626
H 1.9129 4.2805 -2.4993
O -3.4338 4.9209 -2.6393
H -2.9372 5.6077 -3.0840
H -4.3496 5.1749 -2.7531
O -3.0558 -1.2736 0.3680
H -2.4226 -0.5956 0.1323
H -2.6559 -2.0900 0.0686
O -2.9543 1.8900 -3.2597
H -2.3990 1.1732 -3.5663
H -3.4359 2.1703 -4.0379
O -3.0525 -2.3619 4.0708
H -3.6192 -2.5505 3.3227
H -3.2627 -3.0436 4.7090
O 4.9870 -1.5491 3.6431
H 5.6280 -2.0992 4.0934
H 4.4129 -1.2304 4.3396
O 0.2384 6.3364 -1.0671
H 0.1786 5.4286 -0.7697
H -0.6407 6.6910 -0.9336
O 2.9519 1.7775 -3.9480
H 3.7531 1.2724 -3.8094
H 2.3903 1.1997 -4.4646
O -0.6889 -4.9029 1.8403
H -0.0692 -5.5915 1.5994
H -1.4207 -5.3692 2.2445
O -1.0628 3.6650 -2.2233
H -0.9633 4.4217 -2.8010
H -0.2653 3.1532 -2.3587
O 5.5538 0.0574 -3.5090
H 5.7893 -0.4323 -4.2970
H 5.5865 -0.5905 -2.8051
O 3.2338 2.4691 5.1190
H 2.8788 1.6821 4.7056
H 3.1162 2.3212 6.0573
O -2.6024 3.2936 4.0099
H -2.6898 2.3620 3.8086
H -1.6577 3.4428 4.0505
O -0.5939 -1.9297 5.1477
H -1.4803 -2.1023 4.8302
H -0.0252 -2.4048 4.5418
O -1.7590 3.1034 -6.8163
H -1.5329 2.2512 -6.4436
H -1.6683 2.9836 -7.7616
O 2.2568 -5.4319 -2.5268
H 1.3217 -5.2479 -2.4374
H 2.5346 -5.6943 -1.6492
O -0.6299 -2.9398 -3.6609
H -0.8275 -3.0205 -2.7278
H 0.3222 -2.8488 -3.6976
O -2.3000 4.5580 0.1770
H -1.7754 4.6215 0.9751
H -2.5095 5.4652 -0.0452
O -2.4123 -0.4759 -4.6014
H -2.3518 -1.3419 -4.1980
H -3.3490 -0.2790 -4.6077
O 1.6094 -0.6292 -4.8533
H 1.6299 -1.3846 -4.2658
H 1.9773 -0.9543 -5.6750
O 0.0898 2.9413 3.9732
H 0.2896 2.9633 4.9090
H 0.5015 2.1364 3.6587
O -1.3973 -3.4262 -0.5803
H -1.2586 -3.5468 0.3591
H -1.1375 -4.2607 -0.9704
O 2.1796 -2.7810 -3.0493
H 2.7663 -3.5372 -3.0598
H 2.1922 -2.4801 -2.1407
O 4.1333 -1.3806 0.7591
H 4.4704 -1.4765 1.6499
H 3.9229 -2.2731 0.4847
O -2.4323 -4.8067 -5.1511
H -3.3829 -4.7102 -5.0946
H -2.0869 -4.1165 -4.5849
O -3.6842 2.3696 1.0721
H -2.9889 1.8895 1.5219
H -4.2393 2.7043 1.7764
O -4.0117 -4.1872 -1.4443
H -3.9853 -4.9868 -1.9698
H -3.1211 -3.8395 -1.4914
```

The value obtained for the HOMO-LUMO gap is 0.2502 hartree. As for the maximum force: 4.93 eV Å⁻¹. Its total charge is +2. The calculated total energy is -97829.165 eV.

Results of the Löwdin charge analysis, in e, for atoms 1 through 99: 1.67 -0.04 -0.52 -0.03 -0.34 0.07 0.06 0.08 0.09 0.08 0.07 0.05 -0.06 -0.01 0.00 -0.06 0.00 0.01 -0.06 0.08 0.09 -0.05 -0.02 0.05 -0.05 0.03 -0.02 -0.04 0.01 0.08 -0.04 0.03 0.03 -0.04 0.07 0.01 -0.02 0.03 0.07 -0.02 0.00 0.07 -0.06 0.10 0.10 -0.03 0.04 0.02 -0.03 0.04 0.01 -0.03 -0.02 0.06 -0.03 0.01 0.01 -0.02 0.09 0.07 -0.05 -0.04 0.03 -0.05 -0.03 -0.02 -0.05 0.11 0.08 -0.03 0.01 0.01 -0.09 0.05 0.09 -0.03 0.04 0.07 -0.03 0.06 0.00 -0.02 0.00 0.02 -0.04 0.02 0.01 -0.01 0.07 0.09 -0.08 0.07 0.07 -0.04 0.05 -0.01 -0.05 -0.02 0.04

C4H9NO2 | ωB97M-V with the def2-TZVPD basis set

```
16
Properties=species:S:1:pos:R:3
C 1.6336 -0.1846 -1.2654
N 1.9138 0.8312 -0.2606
C 1.2481 1.0229 0.7854
O 0.1065 0.3819 1.2224
C -1.0467 0.6323 0.4109
C -1.8110 -0.6863 0.3457
O -0.9077 -1.7374 0.1006
H 0.7932 -0.8686 -1.0920
H 1.4557 0.3376 -2.2117
H 2.5467 -0.7798 -1.3868
H 1.5246 1.8090 1.4858
H -1.6317 1.4437 0.8681
H -0.7208 0.9361 -0.5911
H -2.3444 -0.8717 1.2880
H -2.5392 -0.6729 -0.4707
H -0.2207 -1.5933 0.7713
```

The value obtained for the HOMO-LUMO gap is 0.3932 hartree. As for the maximum force: 0.47 eV Å⁻¹. Its energy above the lowest of the compared OMol25 structures with the same formula, charge and spin is 235.6 kJ/mol. The calculated total energy is -9877.618 eV.

Calculated atomic charges, method Löwdin, unit e: -0.12 0.02 -0.24 -0.11 -0.17 -0.23 -0.08 0.06 0.08 0.08 0.13 0.13 0.12 0.12 0.13 0.08

C5H13N2 | ωB97M-V with the def2-TZVPD basis set

```
20
Properties=species:S:1:pos:R:3
C -0.0343 -0.0260 2.3044
C -0.7217 -0.0670 1.1819
N -1.8193 0.9412 1.0227
C -0.3919 -0.8634 -0.0375
C 0.3822 -0.0110 -1.0984
C 1.8397 0.1478 -0.7284
N 0.0998 -0.5642 -2.4015
H -0.2075 0.6231 3.1608
H 0.7505 -0.7501 2.4902
H -2.7134 0.5064 1.2687
H -1.8857 1.2911 0.0652
H -1.6766 1.7142 1.6660
H -1.2755 -1.2834 -0.4966
H 0.2200 -1.6946 0.3127
H -0.1578 0.9444 -1.0877
H 2.3845 -0.7449 -1.0341
H 2.0119 0.3822 0.3262
H 2.2799 0.9969 -1.2517
H 0.5288 -0.0174 -3.1280
H 0.3863 -1.5253 -2.5348
```

The value obtained for the HOMO-LUMO gap is 0.3408 hartree. As for the maximum force: 1.37 eV Å⁻¹. Its total charge is +1. Its energy above the lowest of the compared OMol25 structures with the same formula, charge and spin is 192.6 kJ/mol. The calculated total energy is -8368.814 eV.

Calculated atomic charges, method Löwdin, unit e: 0.12 -0.30 0.25 -0.11 -0.46 -0.05 0.04 0.09 0.10 0.18 0.17 0.17 0.12 0.13 0.12 0.09 0.07 0.09 0.08 0.09

C25H72F3N6O9S | ωB97M-V with the def2-TZVPD basis set

```
116
Properties=species:S:1:pos:R:3
C 6.4291 -1.4244 -0.7936
C 5.5561 -1.0816 0.4287
C 4.2781 -1.8916 0.8039
O 3.8165 -1.3910 2.0360
C 2.6896 -2.1534 2.5046
N 6.5541 -1.0684 1.6644
H 6.0244 -1.0921 2.5240
H 7.1639 -1.8728 1.6974
H 7.1275 -0.2372 1.6864
H 5.7301 -1.3522 -1.6268
H 6.6006 -2.5007 -0.8118
H 7.3521 -0.8663 -0.9507
H 5.2581 -0.0332 0.4421
H 4.5962 -2.9341 0.8174
H 3.6265 -1.7490 -0.0581
H 1.9306 -2.5719 1.8437
H 2.1500 -1.5989 3.2724
H 3.1129 -3.0956 2.8526
C -2.2365 -3.0150 5.4763
C -1.8241 -1.6826 4.7842
C -0.5342 -1.0063 5.2877
O 0.4793 -1.9866 5.2835
C 1.5474 -1.6794 6.1680
N -1.6798 -2.0387 3.3199
H -1.4008 -1.2405 2.7676
H -1.0453 -2.7774 3.0516
H -2.5733 -2.3430 2.9607
H -3.2251 -3.3393 5.1515
H -2.2952 -2.9500 6.5628
H -1.5845 -3.8725 5.3095
H -2.6711 -0.9988 4.8407
H -0.6723 -0.6901 6.3217
H -0.2989 -0.1234 4.6934
H 1.1384 -1.4584 7.1539
H 2.0951 -0.8042 5.8186
H 2.3531 -2.4078 6.2595
C 6.2588 -6.4602 -2.4907
C 4.7736 -6.2729 -2.7819
C 4.1236 -5.0392 -2.1121
O 2.7451 -5.0229 -2.4360
C 2.0728 -3.9743 -1.7306
N 4.5817 -6.1309 -4.3267
H 5.1621 -6.7433 -4.8818
H 3.6340 -6.3177 -4.6220
H 4.9560 -5.2759 -4.7125
H 6.8726 -5.6689 -2.9210
H 6.6131 -7.4236 -2.8574
H 6.3708 -6.5631 -1.4113
H 4.2202 -7.1537 -2.4562
H 4.5979 -4.1453 -2.5171
H 4.1024 -5.0472 -1.0223
H 2.6277 -3.0362 -1.7325
H 1.9537 -4.2974 -0.6965
H 1.0990 -3.7186 -2.1482
C -2.6724 4.0272 1.5264
C -2.5121 3.4683 2.9812
C -3.4374 2.2001 3.1628
O -3.3220 1.4465 4.3789
C -3.9254 2.1214 5.5070
N -1.0538 2.9692 3.2333
H -0.8680 2.0565 2.8428
H -0.4940 3.6215 2.7030
H -0.8162 2.9240 4.2139
H -2.2924 5.0376 1.3750
H -3.6911 4.2456 1.2061
H -2.2919 3.3199 0.7895
H -2.6215 4.3267 3.6440
H -3.2302 1.4838 2.3677
H -4.4823 2.4805 3.0300
H -3.6423 1.4986 6.3555
H -5.0071 2.2390 5.4422
H -3.4219 3.0862 5.5685
C -6.1981 0.3044 -6.3650
C -6.4552 0.7118 -4.8537
C -5.3047 0.6728 -3.8401
O -5.4411 1.6298 -2.7263
C -4.4157 1.5709 -1.8039
N -7.0918 2.1222 -4.8591
H -7.9314 2.0950 -5.4199
H -7.3847 2.5994 -4.0185
H -6.5327 2.8007 -5.3562
H -7.1544 0.0651 -6.8300
H -5.6963 -0.6630 -6.3857
H -5.5752 1.0260 -6.8935
H -7.3115 0.0860 -4.6022
H -4.3838 0.9799 -4.3358
H -5.1765 -0.3659 -3.5353
H -3.4850 1.8011 -2.3223
H -4.2904 0.5913 -1.3426
H -4.6228 2.3830 -1.1070
C -1.3469 3.6455 -2.1091
C 0.1741 3.7570 -2.4968
C 0.3065 5.0853 -3.2618
O -0.1635 6.2247 -2.6120
C 0.1418 7.4411 -3.3541
N 1.0385 3.8923 -1.1937
H 1.0200 3.0831 -0.5896
H 1.9538 3.9521 -1.6167
H 0.8382 4.8198 -0.8476
H -2.0367 3.8617 -2.9249
H -1.7459 4.4139 -1.4470
H -1.5577 2.6536 -1.7092
H 0.5883 2.8771 -2.9890
H -0.1521 4.9983 -4.2468
H 1.3298 5.0748 -3.6369
H 1.1854 7.7026 -3.1794
H -0.4340 8.2954 -2.9981
H 0.0720 7.3135 -4.4344
C 0.8070 -0.4999 -0.3695
F 1.9649 -0.1430 0.1098
F 0.8060 -0.3397 -1.6900
F 0.6322 -1.8100 -0.0969
S -0.6566 0.4581 0.4483
O -1.7553 0.1330 -0.4446
O -0.7318 -0.1063 1.8096
O -0.3788 1.8727 0.4631
```

The value obtained for the HOMO-LUMO gap (alpha / beta) is 0.3131 / 0.0725 hartree. As for the maximum force: 3.36 eV Å⁻¹. Its total charge is +6. The spin multiplicity is 2. The calculated total energy is -73379.211 eV.

Results of the Löwdin charge analysis, in e, for atoms 1 through 99: -0.02 -0.24 -0.20 -0.17 -0.06 0.25 0.15 0.17 0.17 0.09 0.08 0.11 0.15 0.14 0.10 0.08 0.08 0.11 -0.01 -0.26 -0.18 -0.20 -0.07 0.22 0.05 0.17 0.17 0.09 0.11 0.09 0.14 0.14 0.11 0.10 0.08 0.10 -0.02 -0.25 -0.19 -0.18 -0.09 0.25 0.17 0.17 0.17 0.10 0.10 0.10 0.16 0.13 0.13 0.06 0.09 0.10 -0.04 -0.21 -0.17 -0.22 -0.03 0.25 0.10 0.15 0.17 0.10 0.09 0.04 0.16 0.12 0.14 0.10 0.11 0.09 0.02 -0.23 -0.02 0.10 0.03 0.24 0.18 0.17 0.17 0.11 0.11 0.10 0.16 0.17 0.18 0.13 0.15 0.14 -0.04 -0.20 -0.25 -0.17 -0.02 0.25 0.11 0.16 0.16

C4H7NO | ωB97M-V with the def2-TZVPD basis set

```
13
Properties=species:S:1:pos:R:3
C -0.0398 1.6778 0.4242
C 0.2747 0.3406 -0.2176
C 0.3694 -0.8213 0.6794
O 0.3135 -1.9661 -0.0842
C -0.7467 -1.5316 -1.2822
N -0.9368 -0.3170 -1.4416
H -0.7777 2.1099 -0.2429
H 0.8044 2.3799 0.5010
H -0.4876 1.5736 1.4223
H 1.1135 0.3488 -0.9154
H -0.3170 -0.7960 1.5482
H 1.3657 -0.4407 1.0270
H -1.0584 -2.5008 -1.6846
```

The value obtained for the HOMO-LUMO gap is 0.4060 hartree. As for the maximum force: 2.94 eV Å⁻¹. Its energy above the lowest of the compared OMol25 structures with the same formula, charge and spin is 315.5 kJ/mol. The calculated total energy is -7796.374 eV.

Calculated atomic charges, method Löwdin, unit e: -0.06 -0.24 -0.33 -0.13 -0.12 0.11 0.07 0.08 0.08 0.13 0.13 0.15 0.12